C19H31N5O2 | wB97M-V/def2-TZVPD

Bonds (Å) are listed after each position.
Geometry (Å):
1 C 1.56995 -3.07486 2.25491  C2 1.524, H27 1.088, H28 1.088, H29 1.087
2 C 1.23183 -1.67138 2.74471  C1 1.524, C3 1.532, H30 1.093, H31 1.090
3 C 2.37034 -0.66732 2.53941  C2 1.532, C4 1.530, H32 1.094, H33 1.093
4 C 2.81676 -0.44434 1.09271  C3 1.530, C5 1.532, H34 1.092, H35 1.088
5 C 1.90979 0.46808 0.26154  C4 1.532, N6 1.440, H36 1.091, H37 1.095
6 N 0.58653 -0.06446 0.06273  C5 1.440, C7 1.355, C18 1.380
7 C -0.59575 0.32962 0.59477  N6 1.355, C8 1.500, N16 1.326
8 C -0.83261 1.51303 1.48474  C7 1.500, N9 1.451, H38 1.088, H39 1.098
9 N -1.40541 2.70166 0.88198  C8 1.451, C10 1.450, C14 1.455
10 C -2.57058 2.48028 0.04829  N9 1.450, C11 1.536, H40 1.090, H41 1.097
11 C -2.25532 2.20466 -1.42940  C10 1.536, C12 1.526, H42 1.091, H43 1.090
12 C -1.32770 3.27476 -1.99847  C11 1.526, C13 1.527, H44 1.092, H45 1.093
13 C -0.09477 3.41602 -1.10938  C12 1.527, C14 1.536, H46 1.092, H47 1.091
14 C -0.55155 3.73749 0.32134  N9 1.455, C13 1.536, C15 1.526, H48 1.101
15 C 0.60988 4.12238 1.23371  C14 1.526, H49 1.087, H50 1.087, H51 1.087
16 N -1.59220 -0.47602 0.25486  C7 1.326, C17 1.346
17 C -1.04178 -1.41700 -0.53535  N16 1.346, C18 1.386, N25 1.359
18 C 0.31872 -1.19702 -0.67923  N6 1.380, C17 1.386, C19 1.429
19 C 1.13963 -2.04874 -1.48078  C18 1.429, O20 1.218, N21 1.399
20 O 2.33613 -1.95252 -1.68692  C19 1.218
21 N 0.39532 -3.08657 -2.05070  C19 1.399, C22 1.454, C23 1.389
22 C 1.15681 -4.00651 -2.88059  N21 1.454, H52 1.090, H53 1.086, H54 1.090
23 C -0.96558 -3.33373 -1.92207  N21 1.389, O24 1.213, N25 1.377
24 O -1.50108 -4.27240 -2.47293  C23 1.213
25 N -1.67933 -2.45565 -1.13747  C17 1.359, C23 1.377, C26 1.446
26 C -3.10290 -2.63126 -0.95308  N25 1.446, H55 1.090, H56 1.090, H57 1.088
27 H 0.77007 -3.76435 2.51534  C1 1.088
28 H 2.49107 -3.42703 2.71433  C1 1.088
29 H 1.69397 -3.10023 1.17511  C1 1.087
30 H 1.02196 -1.71709 3.81660  C2 1.093
31 H 0.31950 -1.32624 2.25812  C2 1.090
32 H 2.07754 0.29154 2.97683  C3 1.094
33 H 3.23581 -1.02793 3.10088  C3 1.093
34 H 3.79932 0.03251 1.10476  C4 1.092
35 H 2.93010 -1.39535 0.57550  C4 1.088
36 H 1.82111 1.44318 0.74179  C5 1.091
37 H 2.37100 0.59594 -0.72322  C5 1.095
38 H 0.08451 1.78871 2.00210  C8 1.088
39 H -1.55627 1.17388 2.23749  C8 1.098
40 H -3.13145 1.64304 0.46500  C10 1.090
41 H -3.18870 3.38386 0.11330  C10 1.097
42 H -3.19041 2.17765 -1.99150  C11 1.091
43 H -1.78159 1.22791 -1.52833  C11 1.090
44 H -1.03530 3.01452 -3.01826  C12 1.092
45 H -1.85361 4.23241 -2.03460  C12 1.093
46 H 0.55083 4.21454 -1.47953  C13 1.092
47 H 0.47595 2.48572 -1.11990  C13 1.091
48 H -1.20969 4.61743 0.25842  C14 1.101
49 H 1.42964 3.40964 1.18331  C15 1.087
50 H 0.99966 5.08959 0.92608  C15 1.087
51 H 0.26707 4.20109 2.26237  C15 1.087
52 H 1.65509 -3.45037 -3.67436  C22 1.090
53 H 0.46975 -4.73694 -3.29851  C22 1.086
54 H 1.91594 -4.50194 -2.27493  C22 1.090
55 H -3.31946 -2.79469 0.10255  C26 1.090
56 H -3.62713 -1.73563 -1.28585  C26 1.090
57 H -3.41137 -3.49356 -1.54021  C26 1.088

The calculation puts the electronic energy at -31753.831 eV. Its structure (SMILES) is CCCCCn1c(CN2CCCC[C@@H]2C)nc2c1c(=O)n(C)c(=O)n2C. As for the HOMO-LUMO gap: 8.94 eV.

Löwdin atomic charge list, values in e, 2 entries: C -0.09; C -0.25